DFT (the ωB97M-V functional and the def2-TZVPD basis) results for a structure of composition C30H30FIN6O8RuS2.

The frontier orbital gap (spin up / spin down) comes out at 5.96 / 5.89 eV. The energy relative to the best compared isomer or geometry (same formula, charge and spin) is 32.24 kJ/mol. The value obtained for the lowest unoccupied orbital energy (spin up / spin down) is -3.27 / -3.27 eV. Its charge is +1. The HOMO energy (spin up / spin down) comes out at -9.23 / -9.16 eV. Its multiplicity is 2.

```
79
Properties=species:S:1:pos:R:3:forces:R:3:lowdin_spin:R:1
Ru 0.20643 0.48105 2.82129 -0.651 -0.058 0.033 0.86
C -1.97477 0.06267 5.91144 0.013 0.008 -0.014 0.00
C -0.49266 0.00678 5.90052 0.048 -0.023 0.088 0.00
N 0.28360 0.11647 4.84141 -0.160 0.173 -0.021 -0.01
C 1.58588 -0.01807 5.24919 -0.017 -0.081 -0.054 0.00
C 1.61069 -0.20109 6.59579 -0.027 -0.008 0.068 0.00
N 0.29549 -0.18190 6.98523 -0.040 -0.029 -0.045 0.00
C 2.68620 -0.38668 7.60246 0.073 -0.010 0.016 0.00
O 3.92299 -0.37050 7.14936 -0.069 -0.032 0.058 0.00
O 2.39061 -0.53121 8.76247 -0.008 0.009 -0.004 0.00
C 2.64007 0.03615 4.20627 -0.062 -0.045 -0.165 0.01
O 3.82458 -0.00238 4.51479 0.032 -0.071 0.013 0.02
O 2.17490 0.12179 2.99933 0.189 0.076 0.188 0.04
H -2.32555 0.33694 4.91847 -0.001 0.017 -0.004 0.00
H -2.33058 0.79640 6.63525 -0.004 -0.008 -0.001 0.00
H -2.38822 -0.91162 6.17473 0.005 -0.002 0.002 0.00
H 0.00681 -0.32067 7.94283 0.004 0.008 -0.003 0.00
H 3.96098 -0.24571 6.15874 0.039 0.039 -0.046 0.00
F 2.77524 0.15367 -3.45676 -0.015 -0.005 -0.013 0.00
C 1.46663 0.10482 -3.11473 -0.075 0.060 -0.117 0.00
C 1.13528 0.33527 -1.81452 0.053 0.041 0.010 0.00
C -0.20221 0.34056 -1.42077 -0.048 0.105 0.136 0.00
C -0.53310 0.56164 -0.01288 -0.163 -0.144 -0.150 0.00
O 0.41331 0.70593 0.78360 0.185 0.439 0.095 0.00
C -1.92174 0.58420 0.31671 0.083 0.055 0.021 0.00
C -2.82292 0.36926 -0.68227 -0.071 -0.123 -0.004 0.00
N -2.51896 0.08356 -1.96564 0.009 0.092 -0.018 0.00
C -3.58400 -0.10975 -2.92468 0.052 0.021 0.037 0.00
C -3.77803 -1.47011 -3.53073 -0.013 -0.037 -0.022 0.00
C -4.75872 -0.94166 -2.52671 -0.046 -0.040 0.005 0.00
C -1.19107 0.09372 -2.37011 0.005 -0.010 -0.091 0.00
C -0.82930 -0.16642 -3.69918 -0.094 -0.079 0.057 0.00
C 0.49529 -0.16809 -4.09793 0.171 -0.092 0.120 0.00
N 0.82219 -0.50885 -5.43701 -0.042 0.080 -0.106 0.00
C 0.03474 0.06846 -6.51684 0.046 0.030 0.019 0.00
C -0.21565 -1.02702 -7.56207 -0.031 0.030 -0.016 0.00
N 0.91776 -2.01179 -7.45612 0.016 0.036 0.041 0.00
C 2.20944 -1.26820 -7.27847 0.002 -0.011 0.026 0.00
C 2.21254 -0.69417 -5.85424 -0.074 -0.046 0.050 0.00
C -2.52579 0.84890 1.68609 0.088 0.019 0.054 0.00
O -3.73603 0.92463 1.76686 -0.048 0.035 -0.002 0.01
O -1.73464 1.00576 2.70606 -0.137 0.064 -0.081 0.02
H 1.90932 0.51349 -1.07939 -0.032 -0.001 0.004 0.00
H -3.87469 0.40099 -0.43187 0.011 0.015 0.003 0.00
H -3.76902 0.75715 -3.54865 0.009 -0.002 -0.006 0.00
H -3.11376 -2.25687 -3.19870 0.008 0.018 0.021 0.00
H -4.07441 -1.52193 -4.56989 -0.009 0.005 0.005 0.00
H -4.74760 -1.39479 -1.54542 0.009 0.008 -0.002 0.00
H -5.73210 -0.61844 -2.86466 0.008 0.006 -0.009 0.00
H -1.60704 -0.42622 -4.40080 0.013 0.009 -0.047 0.00
H 0.55525 0.92187 -6.96769 -0.002 -0.001 -0.020 0.00
H -0.91828 0.43671 -6.15538 -0.007 0.027 0.042 0.00
H -0.22099 -0.63653 -8.57785 -0.002 -0.021 -0.011 0.00
H -1.13810 -1.57511 -7.38121 0.011 -0.011 0.022 0.00
H 0.94007 -2.64165 -8.25667 0.006 0.022 -0.017 0.00
H 0.76212 -2.56561 -6.61006 0.002 -0.036 -0.026 0.00
H 2.22809 -0.49812 -8.04670 0.012 -0.008 -0.016 0.00
H 3.04220 -1.94706 -7.44153 -0.013 -0.023 0.006 0.00
H 2.79780 0.22910 -5.85079 -0.001 -0.001 -0.027 0.00
H 2.69268 -1.39898 -5.18062 0.026 0.011 0.035 0.00
I -0.50215 5.99640 0.76330 -0.021 0.039 -0.046 0.00
C 0.11641 4.80099 2.34116 0.003 -0.050 0.035 0.00
C 0.60345 5.34994 3.51610 0.002 0.033 0.000 0.00
C 0.99730 4.49078 4.52643 -0.003 -0.031 0.015 0.00
C 0.89493 3.12603 4.32980 0.001 0.004 -0.051 0.00
N 0.42553 2.59990 3.19505 0.349 0.148 -0.213 0.00
C 0.04325 3.42557 2.21688 -0.043 0.039 0.067 0.00
H 0.67477 6.42191 3.64031 -0.006 -0.003 -0.002 0.00
H 1.38251 4.87142 5.46156 0.007 -0.011 -0.002 0.00
H 1.19882 2.43124 5.09786 0.022 -0.010 0.029 0.00
H -0.33921 2.96898 1.31722 0.024 -0.035 -0.021 0.00
C 1.93068 -4.52369 2.02861 -0.025 0.009 0.016 0.00
O 0.92669 -3.61281 2.49440 0.043 0.028 -0.004 0.00
C 0.60964 -2.57504 1.73415 -0.293 0.092 -0.062 0.01
S 1.29276 -2.25291 0.27542 0.102 -0.209 -0.004 0.00
S -0.70238 -1.65355 2.48498 0.550 -0.539 0.123 0.02
H 2.03729 -5.25532 2.82336 0.002 -0.003 -0.003 0.00
H 2.86507 -3.99496 1.85159 0.009 -0.001 0.014 0.00
H 1.60543 -4.99563 1.10246 0.007 0.000 -0.006 0.00
```
Forces are in eV/Å.

DFT (the ωB97M-V functional and the def2-TZVPD basis) results for a structure of composition C5H10Br3ClNO4S2 at a distorted geometry.

The frontier orbital gap comes out at 7.88 eV. The value obtained for the lowest unoccupied orbital energy is 2.06 eV. Its charge is -1. The HOMO energy comes out at -5.82 eV.

```
26
Properties=species:S:1:pos:R:3:forces:R:3:lowdin_charge:R:1
C -2.78193 0.18303 -1.39448 0.183 -0.476 -0.927 -0.13
C -1.25714 -0.32515 -1.71731 -0.204 -1.062 -0.109 -0.40
C -0.93956 -1.75462 -0.91653 0.047 0.563 0.493 -0.15
C -0.08885 0.80832 -1.52314 0.838 0.023 -1.246 -0.23
S -0.11573 1.63889 0.19282 -4.469 1.824 2.849 0.66
O -0.53669 0.59147 1.25155 1.906 2.387 -3.481 -0.44
O -1.23491 2.74192 0.08061 3.792 -3.270 -0.146 -0.46
N 1.47764 2.31585 0.42199 -1.564 0.386 1.781 -0.40
S 1.67351 3.04364 1.99718 -0.066 -5.285 3.294 0.38
O 2.98998 2.41678 2.60179 -4.421 2.837 -2.461 -0.49
O 0.44902 2.92264 2.93519 4.060 0.967 -3.428 -0.45
Cl 2.09315 5.12167 1.85095 -0.197 -0.791 -0.323 0.22
H -2.88122 0.59209 -0.29906 0.186 -0.739 -2.310 0.09
H -3.08988 0.96914 -2.22630 0.597 -1.333 2.028 0.09
H -3.49093 -0.75887 -1.58216 1.506 1.990 0.617 0.08
H -1.24019 -0.62391 -2.87299 0.127 0.923 2.371 0.13
H -1.65832 -1.88121 0.02673 1.611 0.393 -2.083 0.09
H 0.18194 -1.70922 -0.51379 -3.037 -0.235 -1.010 -0.04
H -1.11394 -2.68607 -1.64029 0.514 2.040 1.547 0.08
H -0.24076 1.63583 -2.36998 0.318 -1.513 2.266 0.12
H 1.01393 0.39867 -1.65255 -2.355 0.528 0.278 0.10
C 2.26528 -3.17938 1.49718 0.305 0.219 0.365 -1.58
Br 2.08457 -1.60540 2.62596 -0.023 -0.425 -0.500 0.61
Br 0.89110 -4.50313 1.87555 0.225 0.253 -0.141 0.53
Br 2.32155 -2.71358 -0.39076 0.602 -0.371 0.455 0.61
H 3.22838 -3.63940 1.74182 -0.484 0.164 -0.178 -0.03
```
Forces are in eV/Å.